The following is a DFT calculation (ωB97M-V/def2-TZVPD) of a molecular structure, C39H33AsBr2N7O2S5Ti.

Last column: Mulliken charge in e.
Element x y z (Å)
Ti1 -0.886 -1.399 -0.084  -1.430
C1 -3.412 -3.596 2.757  -0.599
O1 -3.293 -4.319 1.518  -0.582
C2 -2.516 -3.587 0.712  0.609
N1 -2.119 -2.438 1.177  0.777
C3 -2.531 -2.342 2.586  -0.331
C4 -3.244 -1.053 2.920  0.387
C5 -4.295 -0.604 2.130  0.110
C6 -4.942 0.585 2.433  -0.625
C7 -4.537 1.341 3.526  -0.568
C8 -3.492 0.893 4.323  -0.723
C9 -2.846 -0.297 4.017  -0.332
C10 -2.038 -4.010 -0.565  -0.671
C11 -2.230 -5.174 -1.231  -0.276
C12 -1.538 -5.401 -2.456  -1.129
C13 -0.668 -4.442 -2.958  -0.396
C14 -0.500 -3.253 -2.265  -0.601
N2 -1.195 -3.022 -1.066  0.819
C15 0.358 -2.176 -2.509  0.144
N3 0.387 -1.185 -1.625  0.830
C16 1.395 -0.214 -2.027  1.719
C17 1.950 -0.829 -3.340  -0.437
O2 1.196 -2.038 -3.566  -0.633
C18 0.801 1.171 -2.185  0.077
C19 -0.452 1.332 -2.768  -0.140
C20 -1.037 2.587 -2.844  -0.769
C21 -0.366 3.699 -2.347  -0.628
C22 0.900 3.551 -1.801  -0.708
C23 1.478 2.290 -1.714  0.007
H1 -3.061 -4.238 3.563  0.332
H2 -4.457 -3.338 2.924  0.362
H3 -1.639 -2.420 3.203  0.282
H4 -4.604 -1.182 1.264  0.210
H5 -5.755 0.927 1.800  0.409
H6 -5.032 2.278 3.756  0.417
H7 -3.169 1.477 5.177  0.401
H8 -2.016 -0.634 4.631  0.397
H9 -2.892 -5.921 -0.812  0.604
H10 -1.674 -6.334 -2.987  0.398
H11 -0.106 -4.608 -3.869  0.591
H12 2.176 -0.184 -1.264  -1.847
H13 3.003 -1.097 -3.246  0.316
H14 1.814 -0.168 -4.193  0.357
H15 -0.973 0.463 -3.154  0.349
H16 -2.024 2.693 -3.281  0.413
H17 -0.830 4.678 -2.387  0.380
H18 1.437 4.417 -1.429  0.405
H19 2.462 2.172 -1.269  0.340
Br1 -0.952 4.321 3.307  -0.261
C24 -0.816 2.764 2.221  -0.629
C25 0.366 1.955 2.308  -0.926
C26 0.406 0.823 1.570  -1.183
N4 -0.628 0.374 0.772  1.713
C27 -1.734 1.245 0.616  1.153
C28 -1.821 2.448 1.387  -0.961
C29 -2.673 0.847 -0.310  0.640
C30 -3.774 1.643 -0.757  -1.205
C31 -4.584 1.164 -1.717  -0.694
Br2 -6.029 2.219 -2.370  -0.226
C32 -4.363 -0.131 -2.303  -1.091
C33 -3.309 -0.850 -1.844  -0.863
N5 -2.450 -0.426 -0.869  2.178
H20 1.194 2.224 2.946  0.494
H21 1.295 0.208 1.593  0.436
H22 -2.693 3.080 1.308  0.521
H23 -3.928 2.631 -0.343  0.545
H24 -5.011 -0.513 -3.077  0.450
H25 -3.111 -1.831 -2.259  0.351
S1 3.895 0.692 3.629  -0.513
As1 4.514 -1.203 2.913  0.240
S2 0.926 -2.724 1.063  -0.292
S3 1.083 -2.206 3.051  -0.083
S4 2.996 -2.734 3.621  -0.246
C34 5.369 3.459 1.437  -1.316
C35 5.435 2.340 0.456  1.090
C36 6.260 2.284 -0.637  -1.087
C37 6.253 1.125 -1.417  0.900
N6 5.546 0.062 -1.074  -0.534
C38 4.758 0.133 0.006  0.318
S5 3.828 -1.206 0.546  -0.268
N7 4.617 1.307 0.674  0.914
C39 7.111 0.995 -2.629  -1.262
H26 6.218 4.129 1.317  0.415
H27 5.355 3.051 2.450  0.302
H28 4.446 4.029 1.304  0.273
H29 6.913 3.113 -0.874  0.400
H30 4.116 1.260 1.609  -0.697
H31 7.446 1.971 -2.978  0.383
H32 6.560 0.490 -3.421  0.325
H33 7.985 0.383 -2.400  0.275

Output
* net charge: -1
* energy above the lowest of the compared OMol25 structures with the same formula, charge and spin: 20.5 kcal/mol
* total energy: -333725.6219 eV
* HOMO (spin up / spin down): -2.626 / -2.625 eV